(1)
13 unconnected molecules or ions with the total composition C56H112N6O16. Source: OMol25; level of theory: ωB97M-V/def2-TZVPD.

Structure (XYZ):
```
190
Properties=species:S:1:pos:R:3:lowdin_charge:R:1
O 3.0089 -1.4147 -5.4625 0.03
C 1.9521 -1.9309 -5.1398 -0.58
N 1.0115 -2.2950 -6.0616 0.16
C 1.5908 -2.2703 -3.7027 0.00
H 0.0960 -2.6133 -5.7939 0.05
H 1.1072 -2.0292 -7.0263 0.11
H 2.3118 -1.8523 -3.0129 0.07
H 1.7155 -3.3612 -3.6774 0.08
H 0.5545 -1.9974 -3.5239 0.06
O -2.9986 -2.4886 -3.9405 0.01
C -2.7611 -3.5005 -4.5845 -0.57
N -3.7015 -4.0394 -5.4068 0.17
C -1.4883 -4.2814 -4.4108 0.01
H -4.6190 -3.6290 -5.4403 0.10
H -3.5387 -4.8384 -5.9913 0.10
H -0.8239 -4.0194 -5.2441 0.07
H -1.6712 -5.3518 -4.4711 0.09
H -0.9683 -3.9911 -3.5080 0.05
C -0.6514 -2.9047 -1.0148 -0.09
C -0.4917 -1.6858 -0.0973 -0.23
N 0.5741 -0.7757 -0.5590 -0.15
C 1.6156 -0.7498 0.4665 -0.25
C 2.4054 -2.0439 0.4283 -0.07
C -0.0137 0.5700 -0.7677 -0.24
C 0.9391 1.3770 -1.6183 -0.09
H -1.3190 -3.6571 -0.5560 0.08
H 0.2635 -3.4687 -1.2015 0.05
H -1.2363 -2.6705 -1.9071 0.04
H -1.4938 -1.2467 -0.1012 0.11
H -0.3543 -2.0697 0.9203 0.10
H 1.1782 -0.5154 1.4511 0.11
H 2.3461 0.0327 0.2496 0.11
H 3.0804 -2.1042 1.2869 0.07
H 2.9598 -2.0634 -0.5097 0.06
H 1.8095 -2.9539 0.5205 0.07
H -0.9683 0.4279 -1.2724 0.09
H -0.2698 1.0771 0.1734 0.11
H 0.5426 2.3400 -1.9881 0.05
H 1.8080 1.7498 -1.0694 0.07
H 1.2607 0.9297 -2.5611 0.07
C 7.2397 -0.4673 7.2485 -0.10
C 6.5385 -1.3521 6.2297 -0.28
N 5.1047 -1.1373 6.1613 -0.19
C 4.5278 -1.4870 4.8502 -0.25
C 4.8129 -2.8964 4.3614 -0.08
C 4.4017 -1.7430 7.2820 -0.27
C 3.7475 -0.7172 8.1946 -0.07
H 8.2524 -0.2216 6.9243 0.06
H 7.3518 -0.9075 8.2442 0.07
H 6.7022 0.4676 7.4260 0.07
H 7.0174 -1.1675 5.2680 0.11
H 6.7415 -2.3974 6.5123 0.11
H 3.4533 -1.3615 5.0463 0.08
H 4.7142 -0.6860 4.1292 0.11
H 4.2449 -3.1116 3.4573 0.05
H 5.8730 -3.0231 4.1339 0.07
H 4.5327 -3.6479 5.1007 0.08
H 4.9832 -2.5041 7.8234 0.12
H 3.6228 -2.4188 6.8921 0.09
H 2.9960 -1.1839 8.8352 0.07
H 3.2470 0.0392 7.5890 0.06
H 4.4848 -0.1923 8.8041 0.06
C -2.2522 6.0051 2.1509 -0.09
C -1.0006 6.6371 2.6929 -0.29
N 0.2354 6.0027 2.3106 -0.19
C 0.3805 5.7832 0.8779 -0.25
C 1.1054 4.4757 0.5959 -0.07
C 1.4118 6.5321 2.9577 -0.26
C 1.5732 8.0553 3.1397 -0.08
H -2.1957 4.9171 2.2432 0.08
H -2.3911 6.2501 1.0986 0.05
H -3.1220 6.3650 2.6986 0.08
H -0.9988 7.6984 2.3668 0.11
H -1.0983 6.7995 3.7724 0.12
H -0.5549 5.7467 0.3182 0.09
H 0.8636 6.6554 0.4014 0.13
H 2.0150 4.4433 1.2007 0.07
H 0.4953 3.6353 0.9308 0.06
H 1.3238 4.3200 -0.4602 0.06
H 2.3345 6.1302 2.5282 0.11
H 1.4963 6.0946 3.9655 0.11
H 2.0297 8.5411 2.2800 0.07
H 2.1724 8.2352 4.0319 0.07
H 0.6077 8.5086 3.3579 0.05
C -4.7948 -2.9490 -1.6435 -0.07
C -5.6818 -2.2449 -2.6714 -0.25
N -6.7500 -1.3929 -2.0838 -0.17
C -8.0622 -1.8497 -2.5332 -0.29
C -8.5058 -3.2041 -2.0240 -0.10
C -6.5760 -0.0052 -2.4289 -0.28
C -5.3903 0.6570 -1.7313 -0.07
H -4.4245 -3.8549 -2.1282 0.06
H -5.3124 -3.2070 -0.7237 0.07
H -3.9297 -2.3191 -1.4340 0.05
H -5.0991 -1.6310 -3.3561 0.09
H -6.1570 -3.0002 -3.3094 0.10
H -8.7713 -1.0986 -2.1704 0.11
H -8.1552 -1.8357 -3.6370 0.12
H -8.4529 -3.2788 -0.9335 0.08
H -9.5422 -3.3782 -2.3152 0.07
H -7.9085 -4.0499 -2.3764 0.06
H -7.4203 0.6024 -2.0647 0.11
H -6.6277 0.2436 -3.5054 0.12
H -5.2168 1.6088 -2.2534 0.07
H -4.4616 0.0793 -1.7447 0.06
H -5.5085 0.9471 -0.6853 0.08
O 4.9486 -5.1965 0.6529 0.12
C 5.3656 -4.6432 -0.3181 -0.48
O 5.4693 -5.2704 -1.5204 0.01
C 6.0772 -4.4095 -2.4904 -0.15
C 5.7783 -3.0052 -2.0075 -0.14
C 5.7535 -3.1838 -0.4811 -0.07
H 5.5133 -4.6029 -3.4098 0.12
H 7.0990 -4.6780 -2.7568 0.13
H 4.8202 -2.6336 -2.3652 0.10
H 6.5455 -2.3032 -2.3327 0.12
H 4.9726 -2.5712 -0.0422 0.09
H 6.7124 -2.9787 -0.0088 0.13
O -3.4792 3.4121 -6.0784 0.12
C -2.9214 2.5731 -5.4355 -0.49
O -2.8909 2.6165 -4.0914 0.00
C -2.0759 1.5690 -3.5096 -0.13
C -1.2308 1.1650 -4.7144 -0.16
C -2.1161 1.3513 -5.9206 -0.06
H -2.7012 0.7526 -3.1561 0.12
H -1.4377 1.9979 -2.7511 0.08
H -0.7009 0.2115 -4.6440 0.11
H -0.4004 1.8731 -4.8171 0.12
H -2.8519 0.5924 -6.1835 0.13
H -1.6009 1.7159 -6.8053 0.12
O -2.4831 2.6203 -0.5543 0.11
C -3.3768 3.4155 -0.4979 -0.49
O -4.3547 3.2877 0.4247 0.01
C -5.4361 4.1919 0.1546 -0.16
C -5.2100 4.7560 -1.2343 -0.13
C -3.6964 4.5168 -1.4746 -0.06
H -5.4677 4.9781 0.9162 0.12
H -6.3645 3.6373 0.2970 0.12
H -5.5737 5.7666 -1.3904 0.11
H -5.6809 4.1469 -2.0125 0.11
H -3.1437 5.4311 -1.2403 0.12
H -3.5065 4.2411 -2.5036 0.10
O 1.8373 -3.7470 3.4370 0.12
C 0.9136 -3.2945 4.0460 -0.48
O -0.3118 -3.1497 3.4954 0.02
C -1.2776 -2.8836 4.5135 -0.16
C -0.5612 -2.9054 5.8670 -0.12
C 0.9119 -2.7464 5.4611 -0.06
H -2.1626 -3.5164 4.4164 0.12
H -1.7361 -1.8985 4.3480 0.12
H -0.7757 -3.7676 6.4918 0.12
H -0.8867 -2.0073 6.3920 0.10
H 1.6363 -3.3069 6.0385 0.12
H 1.1035 -1.6779 5.3793 0.10
O 1.0738 8.4513 -2.8930 0.13
C 1.0425 7.4175 -3.4858 -0.48
O 1.6171 6.2883 -2.9900 0.02
C 1.6092 5.2336 -3.9245 -0.17
C 0.9808 5.7484 -5.2565 -0.12
C 0.3838 7.0987 -4.8105 -0.07
H 1.1985 4.3130 -3.5106 0.11
H 2.6261 4.9515 -4.2199 0.12
H 0.1514 5.1066 -5.5394 0.10
H 1.7321 5.8824 -6.0240 0.11
H -0.7032 7.0734 -4.7722 0.13
H 0.6260 7.9628 -5.4347 0.13
O -0.9234 0.9668 7.0605 0.13
C -0.3644 1.0895 6.0161 -0.48
O 0.8648 0.5540 5.8148 -0.01
C 1.5183 1.0828 4.6616 -0.14
C 0.4508 1.9094 3.9118 -0.13
C -0.8001 1.9283 4.8007 -0.05
H 1.9390 0.2540 4.0921 0.10
H 2.3511 1.7595 4.8737 0.13
H 0.2625 1.4083 2.9608 0.09
H 0.7266 2.9315 3.6673 0.10
H -1.6058 1.3575 4.3397 0.12
H -1.1478 2.8525 5.2490 0.13
O 2.6983 -5.9364 -3.9357 0.12
C 1.9363 -6.1667 -3.0448 -0.50
O 0.7287 -6.7017 -3.3002 0.01
C 0.0785 -7.1985 -2.1245 -0.15
C 0.8951 -6.6837 -0.9595 -0.14
C 2.1311 -5.9821 -1.5531 -0.06
H 0.0391 -8.2841 -2.2039 0.12
H -0.9314 -6.8028 -2.0258 0.12
H 1.1351 -7.3147 -0.1052 0.12
H 0.3575 -5.8838 -0.4340 0.10
H 3.0577 -6.4422 -1.2196 0.12
H 2.1840 -4.9120 -1.3579 0.11
```

Net charge: 0
DFT total energy: -101589.31421 eV

(2)
8 unconnected molecules or ions with the total composition C44H101BN7O21. Source: OMol25; level of theory: ωB97M-V/def2-TZVPD.

Structure (XYZ):
```
174
Properties=species:S:1:pos:R:3:mulliken_spin:R:1
O -1.8958 -0.4274 -0.9625 0.00
C -0.8183 0.1238 -0.6046 0.00
O -0.5786 0.8190 0.5147 0.00
B 0.8540 1.2774 0.6215 0.00
O 1.4466 0.8967 -0.6835 0.00
C 0.5172 0.1067 -1.3619 0.00
O 0.5966 -0.4775 -2.4881 0.00
O 1.5068 0.4164 1.6641 0.00
C 1.9585 1.2499 2.5908 0.00
O 2.5332 1.0040 3.5818 0.00
C 1.6719 2.6391 2.1796 0.00
O 1.1550 2.6610 0.9889 0.00
O 1.8905 3.6486 2.8886 0.00
C -7.5666 -5.0636 -5.6112 0.00
O -6.9727 -3.8193 -5.7613 0.00
C -5.9399 -3.6189 -4.8617 0.00
C -5.3807 -2.2966 -5.2810 0.00
N -4.0885 -2.0662 -4.5935 0.00
C -3.0046 -2.8450 -5.2081 0.00
C -1.7547 -2.8947 -4.3309 0.00
O -0.7421 -3.6024 -4.9846 0.00
C 0.4425 -3.6274 -4.2821 0.00
H -6.8935 -5.9125 -5.7313 0.00
H -8.3861 -5.2822 -6.2959 0.00
H -8.1556 -5.3141 -4.7289 0.00
H -5.1234 -4.3383 -4.9241 0.00
H -6.3321 -3.6400 -3.8449 0.00
H -6.0674 -1.4704 -5.0964 0.00
H -5.2265 -2.2118 -6.3567 0.00
H -3.6906 -1.1448 -4.7067 0.00
H -2.8293 -2.3027 -6.1373 0.00
H -3.2862 -3.8447 -5.5388 0.00
H -2.0369 -3.2417 -3.3369 0.00
H -1.3760 -1.8969 -4.1091 0.00
H 0.7574 -2.6597 -3.8916 0.00
H 1.2691 -3.9227 -4.9284 0.00
H 0.4033 -4.2599 -3.3952 0.00
C 2.6537 1.1873 -5.3094 0.00
O 2.6154 0.0587 -6.1659 0.00
C 1.3134 -0.1805 -6.6982 0.00
C 1.1394 -1.5911 -7.1069 0.00
N 0.0727 -1.7709 -8.1048 0.00
C -0.2080 -3.1758 -8.3831 0.00
C -0.9849 -3.3199 -9.6833 0.00
O -0.2112 -3.0868 -10.8881 0.00
C -0.8844 -3.2986 -12.1628 0.00
H 2.0131 1.2085 -4.4278 0.00
H 2.4658 2.1264 -5.8300 0.00
H 3.6348 1.2672 -4.8413 0.00
H 1.0330 0.6182 -7.3849 0.00
H 0.6364 -0.1024 -5.8475 0.00
H 0.8012 -2.1710 -6.2482 0.00
H 1.9796 -2.1644 -7.4985 0.00
H 0.2690 -1.4076 -9.0265 0.00
H -0.6453 -3.7138 -7.5421 0.00
H 0.6716 -3.7635 -8.6459 0.00
H -1.9473 -2.8123 -9.6177 0.00
H -1.3568 -4.3445 -9.6703 0.00
H -1.0792 -4.3706 -12.1971 0.00
H -0.2542 -3.3486 -13.0508 0.00
H -1.7382 -2.6775 -12.4338 0.00
C 7.6756 1.1195 8.6220 0.00
O 6.4736 1.5962 8.0854 0.00
C 5.7636 2.5054 8.9479 0.00
C 4.4736 3.0388 8.3850 0.00
N 4.6806 3.4451 7.0143 0.00
C 3.3207 3.6530 6.2842 0.00
C 2.4991 4.7860 6.9422 0.00
O 3.2527 6.0047 6.7783 0.00
C 2.6565 7.2945 7.1333 0.00
H 8.3235 1.9617 8.8650 0.00
H 8.1446 0.2816 8.1063 0.00
H 7.4198 0.6143 9.5533 0.00
H 6.3755 3.3320 9.3091 0.00
H 5.5510 1.8802 9.8152 0.00
H 4.1464 3.8947 8.9753 0.00
H 3.6739 2.2982 8.3768 0.00
H 5.0162 4.3977 7.0128 0.00
H 2.7460 2.7426 6.1140 0.00
H 3.5814 3.9112 5.2578 0.00
H 2.2153 4.6302 7.9830 0.00
H 1.6342 4.9418 6.2973 0.00
H 3.5043 7.9506 6.9359 0.00
H 2.6373 7.2504 8.2222 0.00
H 1.7448 7.6174 6.6307 0.00
C -4.9525 -4.5192 -0.9816 0.00
O -5.6982 -3.3151 -0.8755 0.00
C -4.9354 -2.0945 -0.9733 0.00
C -5.8449 -0.9548 -1.1265 0.00
N -6.2659 -0.2909 0.1297 0.00
C -7.0934 -1.2304 0.8769 0.00
C -7.6108 -0.5634 2.1529 0.00
O -8.2648 -1.5093 2.9470 0.00
C -9.1140 -0.8214 3.8222 0.00
H -3.9893 -4.3160 -1.4495 0.00
H -5.4581 -5.3081 -1.5385 0.00
H -4.8682 -4.9125 0.0314 0.00
H -4.1629 -2.1020 -1.7422 0.00
H -4.3237 -2.0885 -0.0711 0.00
H -6.7036 -1.1820 -1.7583 0.00
H -5.3637 -0.1743 -1.7159 0.00
H -5.4209 -0.2549 0.6817 0.00
H -6.6802 -2.2092 1.1208 0.00
H -7.8728 -1.4621 0.1510 0.00
H -8.0168 0.3658 1.7533 0.00
H -6.8849 -0.1328 2.8426 0.00
H -9.8803 -1.5456 4.0986 0.00
H -9.7109 0.0060 3.4383 0.00
H -8.6992 -0.4269 4.7498 0.00
C -0.9009 -5.5426 -0.2590 0.00
O -0.4439 -4.5365 0.5926 0.00
C -1.5217 -3.6010 0.9610 0.00
C -0.8052 -2.6715 2.0690 0.00
N -1.5327 -1.4545 2.5019 0.00
C -2.9066 -1.7065 2.9620 0.00
C -3.6778 -0.4120 3.1172 0.00
O -4.2597 0.2290 1.9925 0.00
C -3.9973 1.6810 1.7457 0.00
H -1.0863 -5.1191 -1.2460 0.00
H -1.6613 -6.2862 -0.0202 0.00
H -0.0089 -6.1552 -0.3901 0.00
H -2.4431 -4.0166 1.3691 0.00
H -1.6642 -2.9668 0.0861 0.00
H 0.2114 -2.5154 1.7080 0.00
H -0.5839 -3.2474 2.9675 0.00
H -1.7592 -0.8401 1.7330 0.00
H -2.9133 -2.1524 3.9566 0.00
H -3.5267 -2.3081 2.2975 0.00
H -3.0145 0.3611 3.5049 0.00
H -4.4023 -0.5757 3.9149 0.00
H -2.9507 1.9534 1.6095 0.00
H -4.4957 2.0705 2.6334 0.00
H -4.5540 2.0077 0.8674 0.00
C 5.3226 4.2768 2.7089 0.00
O 5.9183 3.0355 3.0747 0.03
C 6.2526 2.2815 1.9276 0.03
C 7.3677 1.3112 2.2869 0.01
N 7.2584 0.6906 3.6585 0.80
C 6.4329 -0.5166 3.7120 0.02
C 6.1240 -1.0983 5.0938 0.00
O 5.4030 -0.1383 5.8602 0.02
C 4.9520 -0.7774 7.0577 0.00
H 4.7964 4.8364 3.4821 0.00
H 4.4561 4.0901 2.0744 0.00
H 6.0082 5.0016 2.2698 0.00
H 6.4526 2.8178 0.9999 0.00
H 5.3851 1.6441 1.7568 0.00
H 8.2771 1.9086 2.3526 0.00
H 7.6238 0.6393 1.4678 0.03
H 8.1650 0.5634 4.0849 -0.03
H 6.8298 -1.2657 3.0268 0.06
H 5.5184 -0.3143 3.1546 0.03
H 7.0806 -1.3270 5.5636 0.00
H 5.5624 -2.0213 4.9495 0.00
H 4.3812 -1.6931 6.9038 0.00
H 4.2189 -0.1267 7.5342 0.00
H 5.7684 -1.1275 7.6895 0.00
C 0.7129 3.7999 -2.1745 0.00
C 1.7412 4.8857 -2.6072 0.00
C 2.6494 5.3608 -1.4985 0.00
O 2.1148 6.4133 -0.6443 0.00
C 1.3483 5.9518 0.4387 0.00
N 2.5115 4.4293 -3.7125 0.00
H 1.2355 3.3108 -1.3524 0.00
H 0.4704 3.0816 -2.9576 0.00
H -0.1935 4.1654 -1.6918 0.00
H 1.3734 5.8724 -2.8888 0.00
H 3.4544 5.9272 -1.9668 0.00
H 3.1544 4.5698 -0.9442 0.00
H 0.8521 4.9874 0.3293 0.00
H 0.6110 6.7196 0.6735 0.00
H 2.0911 5.8200 1.2254 0.00
H 2.7171 3.4692 -3.4755 0.00
H 1.9582 4.4171 -4.5573 0.00
```

Multiplicity: 2
ΔE to the lowest compared entry with this formula, charge and spin: 0.0 kcal/mol
Net charge: 0
DFT total energy: -101357.14957 eV

(3)
4 unconnected molecules or ions with the total composition C3H13IN7O5S. Source: OMol25; level of theory: ωB97M-V/def2-TZVPD.

Structure (XYZ):
```
30
Properties=species:S:1:pos:R:3:nbo_charge:R:1
O -0.4447 -3.7974 0.9937 -0.14
N -0.5012 -3.1498 0.0398 0.42
O -1.1234 -3.8516 -1.0338 -0.54
S -2.7468 -4.1523 -0.7895 0.67
I -3.7862 -2.2503 0.3172 0.37
H -2.7964 -5.1287 0.1936 0.19
C -3.3642 1.7915 1.3427 0.78
O -4.2713 0.9608 1.2580 -0.70
N -3.6121 3.1087 1.5385 -0.82
N -2.0443 1.4592 1.2493 -0.84
H -2.8902 3.8003 1.6109 0.40
H -4.5714 3.3927 1.6133 0.42
H -1.8198 0.4951 1.1119 0.38
H -1.2993 2.1286 1.3179 0.41
C 1.1855 0.2753 -2.4001 0.77
O 1.2829 1.4865 -2.2840 -0.64
N 0.2396 -0.4455 -1.7210 -0.86
N 2.0046 -0.4558 -3.2036 -0.84
H 0.1385 -1.4360 -1.8033 0.37
H -0.3785 0.0638 -1.1178 0.40
H 2.7105 0.0419 -3.7151 0.42
H 1.9363 -1.4493 -3.3066 0.39
C 3.2585 1.4094 1.0792 0.77
O 3.2320 2.6269 1.0331 -0.65
N 2.5341 0.6278 0.2221 -0.88
N 4.0128 0.7272 1.9927 -0.85
H 2.5441 -0.3725 0.2515 0.37
H 1.9657 1.0959 -0.4711 0.42
H 4.5574 1.2694 2.6364 0.41
H 4.0474 -0.2716 2.0441 0.38
```

Net charge: +1
DFT total energy: -42916.76457 eV